1.
Computed, not measured: a structure of composition C6H7AgLiO7 in a non-equilibrium geometry, with ωB97M-V with the def2-TZVPD basis set.

Calculated values
net charge	+2
gap between HOMO and LUMO (spin up / spin down)	10.204 / 6.819	eV
spin multiplicity	2
expectation value of S²	0.756
E_LUMO (spin up / spin down)	-8.68 / -12.06	eV

Atoms and positions in Å:
O 1.4518 -0.4544 -0.9240
C 2.8887 -0.2711 -1.1543
C 2.3320 0.4216 0.0040
O 0.4667 -1.9652 1.9301
C -0.7623 -1.6624 2.0581
O -1.0980 -1.0885 0.7633
O -1.5133 -1.5169 2.9764
Li 0.4448 0.7625 -2.3201
Ag 0.5776 -2.1403 -0.0545
H 3.0925 0.3037 -2.0602
H 3.4861 -1.1697 -1.0002
H 2.0559 1.4718 -0.0991
H 2.6694 0.1002 0.9888
O -1.1924 1.2345 -1.0811
C -0.8587 1.8373 0.0925
C -2.2541 0.2893 -0.8245
O -0.1132 2.7586 0.1846
O -1.4243 1.1776 1.1040
C -2.0081 -0.0358 0.6404
H -2.1489 -0.5646 -1.4987
H -3.2192 0.7760 -0.9942
H -2.8731 -0.2645 1.2686


2.
Computed, not measured: an isolated molecule of C6H7B in a non-equilibrium geometry, with ωB97M-V with the def2-TZVPD basis set.

Calculated values
SMILES	C#CCB(C)C#C
gap between HOMO and LUMO	9.788	eV
E_LUMO	0.04	eV
energy above the lowest of the compared OMol25 structures with the same formula, charge and spin	101.6	kJ/mol

Atoms and positions in Å:
C 0.6720 2.0546 -2.0051
C 0.3348 0.9369 -1.6874
C 0.1450 -0.5239 -1.3890
B -0.1404 -0.5178 0.1761
C -1.4257 -0.7346 0.8677
C 1.0023 -0.3669 1.1596
C 1.5631 0.1652 2.0972
H 0.6070 3.1181 -1.9676
H 1.0577 -1.0258 -1.5801
H -0.6965 -0.8417 -1.9337
H -1.9122 -1.8093 0.8429
H -2.2247 -0.1087 0.6242
H -1.3197 -0.5090 1.9835
H 2.3375 0.1629 2.8116


3.
Computed, not measured: an isolated molecule of C6H7BF3NO2 in a non-equilibrium geometry, with ωB97M-V with the def2-TZVPD basis set.

Calculated values
SMILES	OB(O)[C@H]1C=CN=C(C(F)(F)F)C1
gap between HOMO and LUMO	8.991	eV
E_LUMO	0.06	eV
energy above the lowest of the compared OMol25 structures with the same formula, charge and spin	0.0	kJ/mol

Atoms and positions in Å:
O 1.7823 -1.4953 -0.8522
B 1.0162 -1.2073 0.2673
O 0.3231 -2.0684 1.0210
C 1.1365 0.3704 0.7078
C 1.5166 1.2100 -0.4488
C 0.5774 1.4945 -1.3688
N -0.6956 0.9697 -1.2884
C -1.0640 0.5753 -0.1229
C -2.4083 -0.1190 -0.1742
F -3.2985 0.3142 0.7195
F -2.9059 0.1620 -1.3639
F -2.3748 -1.4328 -0.0315
C -0.2304 0.8496 1.1330
H 1.9413 -2.4819 -1.0132
H 0.4207 -3.0660 0.9653
H 2.0138 0.4458 1.4049
H 2.6508 1.2245 -0.6043
H 0.6558 1.9726 -2.2872
H -0.8662 0.4029 1.9678
H -0.1905 1.8793 1.3688


4.
Computed, not measured: a cluster of 2 separate species, C6H7Br2ClO in total in a non-equilibrium geometry, with ωB97M-V with the def2-TZVPD basis set.

Calculated values
SMILES	C/C=C1/CC1(Br)Br.O=CCl
gap between HOMO and LUMO	9.577	eV
E_LUMO	0.04	eV
energy above the lowest of the compared OMol25 structures with the same formula, charge and spin	286.2	kJ/mol

Atoms and positions in Å:
C 0.1242 1.8997 0.2655
C -0.8648 0.8914 0.6015
C -0.3309 -0.2735 0.7422
C -0.2277 -1.6385 1.1869
C 1.0175 -0.7270 1.1650
Br 2.4163 -0.9812 -0.2297
Br 1.7846 -0.5355 2.9940
H 0.3636 2.3265 1.1818
H -0.0573 2.6461 -0.5337
H 1.1587 1.4787 -0.0121
H -1.9852 1.1485 0.9647
H -0.4793 -2.2071 2.0188
H -0.3488 -2.3506 0.2747
O -1.3286 -1.1038 -1.8329
C -0.5887 -0.5257 -2.4712
Cl -1.1398 0.9394 -3.2690
H 0.4864 -0.9874 -3.0466


5.
Computed, not measured: a structure of composition C6H7Br2F2N2S in a non-equilibrium geometry, with ωB97M-V with the def2-TZVPD basis set.

Calculated values
net charge	+1
gap between HOMO and LUMO	7.607	eV
E_LUMO	-4.41	eV

Atoms and positions in Å:
C -4.0164 1.6300 -0.0450
C -3.0972 2.6875 0.2236
C -3.3057 0.4214 -0.0524
C -1.8056 2.3101 0.1528
C -0.8950 0.4082 1.3826
C -1.6798 0.7463 0.1432
N 0.0679 -0.4636 1.4041
N 1.0783 -1.7959 -2.5563
F -5.3207 1.7377 -0.4392
F -3.6411 3.9137 0.3863
S 0.9585 -1.7603 0.3620
Br -3.6170 -1.2759 -0.5992
Br -0.2476 3.1877 0.7187
H -1.3470 0.5519 2.3871
H -0.9832 0.4160 -0.6708
H 0.5977 -0.4806 2.2728
H 0.0113 -1.8663 -2.5553
H 1.3890 -2.7580 -2.5858
H 1.4310 -1.1007 -3.2591
H 1.0860 -1.5147 -1.2976


6.
Computed, not measured: a cluster of 2 separate species, C6H7BrN2S in total in a non-equilibrium geometry, with ωB97M-V with the def2-TZVPD basis set.

Calculated values
SMILES	[H]/N=N\Br.Sc1ccccc1
gap between HOMO and LUMO	8.042	eV
E_LUMO	-0.48	eV
energy above the lowest of the compared OMol25 structures with the same formula, charge and spin	138.1	kJ/mol

Atoms and positions in Å:
H -3.1942 -2.7999 -2.8398
N -2.7753 -2.5660 -1.9470
N -3.0509 -1.8964 -1.0664
Br -4.9815 -1.1069 -0.8859
S -0.3269 -1.8297 0.8719
C 0.6109 -0.3872 0.6299
C 1.6259 -0.0477 1.5156
C 2.3014 1.2170 1.3539
C 1.9743 2.0485 0.3499
C 0.9886 1.6646 -0.5067
C 0.2731 0.5201 -0.3667
H -1.3880 -1.0349 0.5112
H 1.8484 -0.6528 2.3557
H 3.1800 1.2959 2.0513
H 2.5040 2.9866 0.2257
H 0.9197 2.3311 -1.2847
H -0.5096 0.2577 -0.9679


| no. | E_tot (Ha) |
| --- | --- |
| 1 | -913.27889 |
| 2 | -257.51606 |
| 3 | -762.58022 |
| 4 | -5916.12288 |
| 5 | -6087.88828 |
| 6 | -3314.43697 |